Record 1
A cluster of 7 separate species, C35H74NO11 in total in a non-equilibrium geometry. Source: the OMol25 dataset; level of theory: the ωB97M-V functional and the def2-TZVPD basis.

Structure (XYZ):
```
121
Properties=species:S:1:pos:R:3:forces:R:3
C -0.17699 -2.53042 4.67323 0.13 0.94 -0.58
C -1.06628 -1.19484 4.20488 -0.34 -0.68 -0.42
C -0.12584 0.16546 4.05920 0.71 -0.90 -0.09
C 0.71467 0.00658 2.65863 2.75 -0.72 -1.75
C 2.13915 -0.86372 2.76490 -0.63 0.98 -3.78
C 3.06935 -1.14533 1.44202 -4.20 1.59 0.62
C 4.46198 -2.00312 1.62340 5.55 2.58 -0.36
O 5.60422 -1.26467 1.68496 -7.91 -5.27 -0.31
O 4.51520 -3.47399 1.66782 -2.26 4.11 -0.23
C 2.51304 -0.52725 0.00585 -1.91 0.21 2.94
C 3.40608 -0.83761 -1.36388 0.77 1.15 0.27
O 3.76858 -2.25633 -1.51082 -1.50 1.71 -1.00
C 3.24610 -2.84333 -2.75438 -0.32 -2.06 -0.86
C 1.11979 0.34966 0.02860 2.35 -2.09 2.15
N 0.28365 0.59097 1.30304 3.70 -1.94 0.61
C -1.00743 1.43226 1.22045 -0.75 -0.15 0.43
C -2.25064 0.36516 1.15860 -0.45 -0.79 -0.03
C -3.53335 0.85208 0.24898 -0.36 -0.16 0.35
C -4.68743 -0.34368 0.42951 1.35 -5.69 -0.56
O -4.20084 -1.61133 0.38062 -3.18 7.70 0.49
O -6.12550 -0.09132 0.60956 3.90 -0.39 0.59
C -6.74073 -1.04715 1.54461 -0.83 -2.47 1.27
C -7.29176 -2.42545 0.77512 1.12 0.59 -0.20
H 0.86822 -2.10557 5.03087 -2.12 -1.26 -0.57
H -0.03718 -3.20451 3.70591 -0.14 1.29 2.31
H -0.68743 -3.13398 5.53853 1.02 1.24 -1.81
H -1.48151 -1.46105 3.13048 0.58 0.66 2.34
H -1.98888 -1.02894 4.94061 2.17 -0.13 -1.63
H 0.68693 0.15143 4.93357 -1.76 0.24 -2.07
H -0.72148 1.16638 4.17157 1.10 -1.97 -0.56
H 2.49331 -1.32202 3.80093 -1.04 1.32 -2.43
H 3.57401 -3.84359 1.54331 1.86 0.95 0.17
H 2.92704 -0.37906 -2.33626 0.55 -1.03 2.03
H 4.43051 -0.24871 -1.19523 -2.18 -1.26 -0.19
H 3.50833 -2.24993 -3.73036 -0.55 -0.79 2.13
H 2.08051 -3.09587 -2.71318 2.44 0.97 0.01
H 3.77488 -3.90758 -2.86377 -1.01 2.44 0.42
H 0.76108 0.79895 -0.99953 0.60 -0.85 2.52
H -0.94155 2.11240 0.26208 -0.05 -1.42 2.00
H -1.09516 2.08928 2.21160 0.43 -1.36 -2.42
H -2.69185 0.11723 2.23678 1.28 0.65 -2.27
H -1.79878 -0.64523 0.71429 -1.25 2.21 0.92
H -3.17780 0.91425 -0.88132 -1.10 -0.10 2.37
H -3.94611 1.88433 0.64375 0.78 -2.12 -1.00
H -7.68980 -0.61719 2.11465 2.32 -0.12 -1.57
H -5.94093 -1.33161 2.36725 -1.65 0.55 -1.78
H -6.74821 -2.42734 -0.28722 -1.43 -0.17 2.33
H -6.92519 -3.39055 1.37095 -1.02 2.18 -1.32
H -8.46121 -2.36853 0.66891 2.46 -0.30 0.15
C 3.44201 0.75401 -5.78994 0.33 0.00 0.12
C 2.55536 -0.47728 -5.88706 -0.20 0.68 -0.38
C 1.73859 -0.47225 -7.16938 -0.09 -0.33 -0.18
O 1.67530 -0.51491 -4.76666 -0.21 -0.05 0.48
H 2.84082 1.67015 -5.78093 -0.02 -0.11 -0.12
H 4.01479 0.74321 -4.85645 -0.02 -0.04 -0.13
H 4.14197 0.80372 -6.62985 -0.08 0.04 0.11
H 3.17417 -1.38030 -5.84830 -0.19 0.04 0.15
H 1.07698 0.40038 -7.20929 0.17 0.03 0.02
H 1.09621 -1.35796 -7.21980 0.16 0.08 0.00
H 2.38745 -0.45938 -8.05068 -0.11 0.02 0.09
H 1.12186 0.28321 -4.79293 0.27 -0.32 -0.09
C -2.37455 -0.46749 -3.67704 0.31 0.16 -0.20
C -2.52439 -1.96811 -3.48377 -0.56 0.31 0.23
C -3.95915 -2.41581 -3.71291 -0.05 -0.31 -0.10
O -2.12685 -2.31566 -2.15999 0.31 0.06 0.26
H -2.99782 0.08367 -2.96390 -0.15 -0.11 -0.11
H -1.33959 -0.15766 -3.49690 -0.03 -0.09 -0.09
H -2.65779 -0.16985 -4.69146 0.01 0.04 0.14
H -1.85904 -2.49641 -4.17520 0.02 0.02 0.25
H -4.63862 -1.93377 -3.00104 0.09 0.13 -0.05
H -4.05444 -3.49595 -3.55832 0.02 0.25 -0.17
H -4.28992 -2.17667 -4.72842 -0.01 -0.07 0.12
H -2.71230 -1.85108 -1.53919 0.01 -0.32 -0.14
C 3.68349 4.76565 -2.33039 -0.04 0.16 -0.33
C 2.60214 3.92294 -1.67300 0.62 0.34 0.37
C 2.52165 4.19204 -0.17881 -0.29 0.10 0.18
O 2.88228 2.54246 -1.88989 -0.10 -0.63 -0.06
H 4.66937 4.53432 -1.91165 -0.13 0.06 0.12
H 3.73844 4.55259 -3.40333 -0.09 0.04 0.14
H 3.48832 5.83403 -2.19496 0.07 -0.14 0.03
H 1.63418 4.13805 -2.13845 0.11 -0.24 -0.02
H 3.46631 3.94036 0.31624 0.01 0.11 -0.12
H 1.74767 3.56967 0.28302 -0.01 0.03 -0.06
H 2.29158 5.24319 0.02117 0.10 -0.11 -0.01
H 3.74010 2.34238 -1.47988 -0.31 0.20 -0.18
C 1.43416 7.96589 2.34924 -0.30 -0.19 0.03
C 2.81484 7.42580 2.01207 -0.04 0.76 0.12
C 3.89801 8.14011 2.80453 0.31 -0.16 0.13
O 3.06036 7.59443 0.61833 0.01 -0.08 -0.31
H 1.35903 9.03098 2.10275 0.12 -0.07 0.11
H 0.66571 7.45121 1.76256 0.11 0.01 0.10
H 1.20843 7.83655 3.41234 0.00 0.07 -0.11
H 2.85158 6.35170 2.22378 0.05 0.08 -0.24
H 3.91028 9.21136 2.57419 -0.15 -0.08 0.06
H 4.88721 7.74957 2.54253 -0.17 -0.01 0.07
H 3.74623 8.01595 3.88129 0.04 0.07 -0.11
H 3.02967 8.54531 0.42117 0.02 -0.40 0.11
C 2.17490 1.12621 8.80302 -0.28 -0.10 0.23
C 2.35746 0.45112 7.45299 0.58 0.43 0.42
C 3.82347 0.39812 7.05365 0.12 -0.25 -0.16
O 1.62402 1.16822 6.46351 -0.20 0.19 -0.31
H 2.53508 2.16078 8.77575 0.12 -0.13 -0.04
H 1.11401 1.16836 9.07196 0.16 -0.09 -0.03
H 2.71451 0.58903 9.58923 -0.06 0.11 -0.09
H 1.94943 -0.56471 7.49139 -0.11 0.17 -0.15
H 4.24211 1.40686 6.96432 -0.07 -0.06 0.14
H 3.93847 -0.07919 6.07455 0.00 -0.01 0.14
H 4.41253 -0.16095 7.78734 -0.04 0.10 -0.12
H 1.97955 2.07149 6.42245 -0.12 -0.38 0.06
C -6.38438 -7.07611 -3.21012 -0.35 0.12 0.04
C -5.48554 -6.88680 -4.42169 0.23 -0.37 0.53
C -4.61747 -8.11115 -4.66439 0.09 -0.13 -0.33
O -4.65141 -5.74934 -4.21762 0.16 0.27 0.00
H -5.79076 -7.23062 -2.30206 0.03 -0.11 -0.13
H -6.99446 -6.18252 -3.04009 0.05 -0.14 -0.10
H -7.05003 -7.93471 -3.34267 0.07 0.09 0.06
H -6.09879 -6.68889 -5.30748 0.19 0.17 0.11
H -3.96119 -8.30237 -3.80793 -0.17 0.01 0.04
H -3.96711 -7.95578 -5.53191 -0.16 -0.02 0.08
H -5.23012 -9.00080 -4.84063 0.11 0.07 0.04
H -4.10321 -5.91620 -3.43300 -0.25 -0.02 -0.33
```
Positions in Å, forces in eV/Å.

HOMO-LUMO gap: 7.2 eV
F_max: 9.5 eV Å⁻¹
Charge: +1
E_tot: -2259.5994 Eh
LUMO: -4.29 eV

Atom charges from the Mulliken analysis, given in e for atoms 1 to 5:
1. C -0.72
2. C -0.22
3. C 0.08
4. C 0.04
5. C -0.39


Record 2
A structure of composition C34H59AsMgN2O8P3S2Si2Te. Source: the OMol25 dataset; level of theory: the ωB97M-V functional and the def2-TZVPD basis.

Structure (XYZ):
```
113
Properties=species:S:1:pos:R:3:forces:R:3
Mg 0.48086 1.05383 0.54323 -0.07 -0.07 -0.03
N 0.29799 -0.05372 2.41146 0.05 -0.06 0.04
C -0.61792 0.52891 3.40569 0.02 0.00 -0.01
C -2.05942 0.53211 2.90504 0.01 0.00 0.01
C -2.28573 1.51985 1.77488 -0.05 0.02 -0.06
O -3.10513 2.43276 1.90347 0.01 0.00 -0.01
O -1.59295 1.33790 0.70019 0.03 0.02 0.02
H 0.05301 -1.02668 2.24863 0.01 0.01 -0.03
H 1.23254 -0.10118 2.81215 -0.08 0.03 0.02
H -0.28497 1.54951 3.60116 -0.01 0.01 0.00
H -0.57214 -0.02684 4.34743 0.00 0.00 0.01
H -2.73281 0.79120 3.72054 0.00 0.00 0.00
H -2.32250 -0.47207 2.55203 0.00 0.00 0.00
N -1.54281 3.89839 -0.10877 -0.03 -0.08 0.03
C -0.15346 4.39207 -0.41124 0.02 0.02 0.02
C -0.20414 5.85242 -0.83676 -0.02 -0.01 0.01
P 0.81961 4.20833 1.16197 0.07 -0.02 0.02
O -0.21505 4.96687 2.18265 -0.02 0.02 -0.02
O 2.08713 4.95914 1.09614 -0.03 0.00 0.01
O 0.74138 2.75647 1.54301 0.03 0.06 -0.04
P 0.42537 3.31666 -1.80425 0.03 -0.03 -0.04
O -0.89678 3.45665 -2.77066 -0.02 0.01 0.00
O 1.59415 3.88367 -2.49807 -0.01 0.00 0.01
O 0.37242 1.90974 -1.27018 0.06 0.09 0.06
H -1.93194 4.33135 0.73207 0.00 0.01 0.01
H -1.56201 2.84498 0.08746 -0.02 0.03 0.03
H -2.15310 4.06757 -0.90822 -0.01 -0.01 0.00
H -0.62069 6.47812 -0.04353 0.00 0.00 0.00
H -0.81350 5.97663 -1.73572 0.00 0.00 0.00
H 0.80835 6.18557 -1.05326 0.00 0.00 0.00
H 0.17975 5.81123 2.42838 0.00 -0.01 0.01
H -0.62683 3.92431 -3.56924 0.01 -0.01 0.00
C -0.74893 -3.45688 1.59938 -0.03 -0.01 0.03
Si 0.08523 -4.30727 0.15109 0.05 0.03 0.02
C -1.22883 -5.09422 -0.93471 -0.01 -0.01 -0.01
C 1.25171 -5.61949 0.80232 0.00 -0.02 0.01
C 1.05857 -3.07329 -0.86066 0.03 0.01 -0.02
Te -0.08533 -1.37012 -1.44494 -0.03 -0.06 -0.05
C 1.38821 -0.68410 -2.83784 -0.01 0.01 -0.03
Si 0.92662 -0.98564 -4.62060 0.00 -0.02 0.02
C 2.36681 -0.46265 -5.70749 -0.01 0.00 -0.01
C -0.58811 0.03245 -5.06510 -0.01 -0.01 -0.01
C 0.59604 -2.81336 -4.89956 -0.01 0.00 0.01
H -1.37537 -4.15699 2.15766 -0.02 0.00 -0.01
H -1.38788 -2.63109 1.26942 0.00 0.00 0.00
H 0.01561 -3.07056 2.27892 -0.02 -0.02 -0.01
H -1.84006 -5.80077 -0.36796 0.00 0.00 0.00
H -0.77553 -5.63399 -1.77000 0.00 0.00 0.00
H -1.89119 -4.33274 -1.35387 0.00 0.00 0.00
H 0.72303 -6.36087 1.40672 -0.01 -0.01 0.00
H 2.02226 -5.15516 1.42209 -0.01 0.00 -0.02
H 1.75030 -6.14403 -0.01623 0.00 0.00 0.00
H 1.40755 -3.54588 -1.78209 -0.01 0.00 -0.02
H 1.91806 -2.69845 -0.29894 -0.05 -0.04 -0.05
H 2.30636 -1.19192 -2.53821 0.00 0.02 0.01
H 1.51871 0.37856 -2.63165 0.00 0.00 0.01
H 2.61307 0.58675 -5.52960 0.00 0.00 0.00
H 2.12779 -0.57893 -6.76788 0.00 0.00 0.00
H 3.25981 -1.05489 -5.49538 0.00 0.00 0.00
H -0.29156 0.96380 -5.55356 0.00 0.01 0.01
H -1.16375 0.29770 -4.17500 0.00 -0.02 0.01
H -1.25279 -0.50758 -5.74389 0.01 0.01 -0.02
H 1.47342 -3.41260 -4.64232 0.00 0.00 0.00
H 0.35004 -3.01195 -5.94575 0.00 0.00 0.00
H -0.23873 -3.15522 -4.28308 0.00 0.00 0.00
C -4.40888 1.93141 -1.32680 -0.01 0.00 0.01
As -3.33707 0.44741 -2.03460 0.03 0.03 0.02
C -4.67908 -0.17935 -3.32938 0.00 -0.01 -0.01
C -3.67443 -0.91868 -0.62618 -0.02 -0.01 0.00
C -5.07481 -1.01727 -0.12177 0.00 -0.01 -0.01
C -5.97108 -1.93288 -0.67339 0.00 0.01 0.01
C -7.28134 -2.01485 -0.22380 0.00 0.00 0.00
C -7.72343 -1.17938 0.79191 0.00 0.00 0.00
C -6.84113 -0.26468 1.35163 0.00 0.00 0.00
C -5.53244 -0.18335 0.90027 0.00 0.01 0.01
H -5.45359 1.64674 -1.19795 0.00 0.01 0.00
H -4.34724 2.75257 -2.04386 0.00 0.00 -0.01
H -4.01069 2.25804 -0.36531 0.00 -0.01 0.00
H -5.65741 -0.30938 -2.86508 0.00 0.00 0.00
H -4.35384 -1.12489 -3.76530 0.00 0.00 0.00
H -4.75619 0.55673 -4.13036 0.00 0.00 0.00
H -2.97351 -0.66456 0.16931 -0.01 0.01 0.00
H -3.34827 -1.86224 -1.06939 0.01 0.01 0.01
H -5.62952 -2.59516 -1.46120 0.00 0.00 0.00
H -7.95664 -2.73729 -0.66597 0.00 0.00 0.00
H -8.74441 -1.24276 1.14670 0.00 0.00 0.00
H -7.17141 0.39264 2.14658 0.00 0.00 0.00
H -4.86029 0.54430 1.34166 0.02 0.01 -0.01
S 2.87137 -2.39150 2.21198 0.10 0.09 0.11
P 3.64935 -0.63530 1.69963 -0.01 -0.04 -0.04
S 2.93902 0.29414 0.07139 0.05 -0.02 -0.02
C 5.46216 -0.78901 1.49507 0.01 -0.05 0.07
C 6.15213 -1.75542 2.22252 -0.01 0.00 -0.02
C 7.53225 -1.84752 2.12910 0.03 0.01 -0.02
C 8.23386 -0.97729 1.30457 0.00 -0.03 0.02
C 7.54985 -0.01669 0.57497 -0.03 0.02 -0.01
C 6.16783 0.07970 0.67036 0.00 0.03 0.00
C 3.52028 0.52684 3.11362 0.05 0.01 0.04
C 3.37694 0.04400 4.41319 0.02 0.01 0.00
C 3.28882 0.92723 5.47935 0.00 0.03 0.01
C 3.34044 2.29743 5.25391 0.00 -0.01 0.02
C 3.47921 2.78284 3.96179 -0.03 -0.01 -0.03
C 3.56956 1.90093 2.89473 -0.01 0.02 -0.01
H 5.59480 -2.44492 2.84435 -0.01 0.01 0.00
H 8.06103 -2.60425 2.69564 0.00 0.00 0.00
H 9.31177 -1.05258 1.22758 0.00 0.00 0.00
H 8.09042 0.66065 -0.07442 0.00 0.00 0.00
H 5.62729 0.82331 0.09826 0.00 0.00 -0.01
H 3.31593 -1.02569 4.57365 0.01 0.00 -0.01
H 3.17198 0.54490 6.48627 0.00 0.00 0.00
H 3.25921 2.98627 6.08628 0.00 0.00 0.00
H 3.48992 3.84702 3.76310 0.00 0.01 0.02
H 3.64146 2.28751 1.88647 -0.01 -0.01 -0.02
```
Positions in Å, forces in eV/Å.

HOMO-LUMO gap: 7.4 eV
F_max: 0.2 eV Å⁻¹
Charge: -1
E_tot: -7146.4145 Eh
LUMO: 2.24 eV
Relative energy (zero: lowest compared OMol25 entry of this formula, charge and spin): 0.0 kcal per mole

Atom charges from the Mulliken analysis, given in e for atoms 1 to 5:
1. Mg 3.04
2. N -0.03
3. C -0.85
4. C -0.84
5. C 0.61


Number 1 is which compound?
C35H74NO11


The highest F_max belongs to which entry?
C35H74NO11


Look up the charge of the second one.
-1


Which of these has the highest E_tot?
C35H74NO11